No. 1
This record from the OMol25 dataset describes a molecular structure, C32H30FFeN2O3 in a non-equilibrium geometry. The level of theory is ωB97M-V/def2-TZVPD.

Properties
Net charge: -1
Multiplicity: 5
Frontier orbital gap (spin up / spin down): 2.95 / 5.29 eV
Expectation value of S²: 6.12

Cartesian coordinates (Å):
O -2.581 -1.205 1.624
C -1.785 -0.579 1.051
Fe -0.626 0.662 0.567
C 0.146 0.627 2.181
O 0.638 0.731 3.232
C -1.533 1.913 1.423
O -1.882 2.722 2.196
C 0.378 1.217 -1.305
C 0.146 2.399 -2.209
C 0.935 3.718 -1.955
C 2.407 3.763 -1.926
C 3.196 2.855 -1.276
C 2.752 1.739 -0.525
C 1.594 0.949 -0.652
H -0.287 0.334 -1.506
H 0.276 2.101 -3.269
H -0.913 2.691 -2.077
H 0.627 4.381 -2.786
H 0.566 4.137 -1.003
H 2.874 4.556 -2.512
H 4.280 3.058 -1.270
H 3.484 1.444 0.237
H 1.675 -0.050 -0.168
F 4.888 3.710 3.478
C 4.311 5.014 3.504
C 3.901 5.330 4.950
C 4.025 4.406 5.988
C 3.503 4.708 7.249
C 2.852 5.926 7.466
C 2.786 6.880 6.443
C 3.307 6.573 5.180
C 5.330 5.974 2.891
C 5.905 7.004 3.634
C 6.694 7.969 2.992
C 7.019 7.826 1.641
C 6.524 6.727 0.930
C 5.724 5.777 1.565
C 3.014 4.915 2.646
C 2.019 3.908 3.252
C 0.932 4.714 3.945
C 0.905 6.069 3.254
N 2.215 6.206 2.540
C 2.184 6.777 1.245
C 1.194 6.422 0.296
C 1.606 6.417 -1.052
N 2.900 6.440 -1.391
C 3.718 7.108 -0.561
C 3.345 7.416 0.746
H 4.532 3.454 5.813
H 3.598 3.972 8.050
H 2.406 6.138 8.439
H 2.315 7.854 6.609
H 3.265 7.295 4.357
H 5.718 7.069 4.709
H 7.056 8.824 3.567
H 7.631 8.578 1.135
H 6.764 6.610 -0.126
H 5.374 4.899 1.020
H 3.326 4.614 1.624
H 1.592 3.361 2.402
H 2.521 3.187 3.899
H -0.034 4.214 3.854
H 1.145 4.838 5.013
H 0.056 6.143 2.561
H 0.818 6.900 3.965
H 0.246 5.943 0.589
H 0.860 6.238 -1.839
H 4.719 7.348 -0.931
H 3.984 7.968 1.431


No. 2
This record from the OMol25 dataset describes a single CH3N3O3 molecule in a non-equilibrium geometry. The level of theory is ωB97M-V/def2-TZVPD.

Properties
Frontier orbital gap: 10.56 eV

Cartesian coordinates (Å):
N -1.142 1.906 -0.147
N -0.142 1.055 0.247
O 0.801 1.464 0.907
N -0.370 -0.142 -0.168
O 0.796 -0.995 0.419
C 1.062 -2.111 -0.244
O 2.069 -2.700 -0.066
H -2.048 1.519 -0.599
H -1.319 2.639 0.496
H 0.293 -2.635 -0.846


No. 3
This record from the OMol25 dataset describes a molecular structure, C7H15N2 in a non-equilibrium geometry. The level of theory is ωB97M-V/def2-TZVPD.

Properties
Net charge: +1
Frontier orbital gap: 10.80 eV

Cartesian coordinates (Å):
C -2.736 -0.134 -0.902
C -1.784 0.216 -2.130
C -0.498 0.698 -0.131
C 0.349 0.473 2.199
C 1.912 0.511 0.179
C 0.464 -1.486 0.714
C 0.527 0.066 0.748
N -2.282 0.146 0.221
N -0.453 0.237 -1.467
H -3.749 -0.324 -0.959
H -1.883 -0.567 -2.897
H -1.939 1.223 -2.556
H -0.541 1.857 0.000
H 0.995 1.174 2.739
H 0.547 -0.345 2.846
H -0.733 0.650 2.350
H 1.920 1.588 0.228
H 2.805 0.155 0.720
H 1.934 0.234 -0.885
H 1.015 -2.042 -0.179
H -0.531 -1.783 0.643
H 0.602 -2.106 1.558
H -0.186 -0.736 -1.371
H 0.378 0.619 -2.025


Number 1 is which compound?
C32H30FFeN2O3